Record 1
One molecule with the formula C23H29N3O5 at a distorted geometry, computed with ωB97M-V with the def2-TZVPD basis set.

Properties
SMILES string = O=C(CCc1nnc(Cc2ccc3c(c2)OCO3)o1)N(CC1CCC1)C[C@@H]1CCCO1
Energy = -39028.2600 eV
Highest occupied orbital energy = -8.1 eV
Energy relative to the best compared isomer or geometry (same formula, charge and spin) = 2.683 eV
LUMO energy = 0.8 eV
Gap between HOMO and LUMO = 8.870 eV

Atoms and positions in Å:
O1 -0.758 -0.551 -1.931
C1 -1.922 -0.381 -1.607
N1 -2.451 0.854 -1.446
C2 -3.802 1.099 -0.988
C3 -3.998 0.902 0.524
H1 -3.035 0.660 0.975
C4 -4.707 2.034 1.292
H2 -4.076 2.633 1.946
H3 -5.272 2.698 0.639
C5 -5.594 0.991 1.984
H4 -6.664 1.193 1.973
H5 -5.284 0.788 3.006
C6 -5.098 -0.071 0.993
H6 -4.750 -1.002 1.435
H7 -5.828 -0.292 0.216
H8 -4.488 0.454 -1.546
H9 -4.041 2.133 -1.256
C7 -1.551 1.987 -1.502
H10 -2.011 2.792 -2.082
H11 -0.647 1.644 -2.008
C8 -1.186 2.513 -0.094
C9 0.061 3.409 -0.148
H12 0.013 4.153 0.647
C10 1.213 2.422 0.101
H13 1.790 2.245 -0.805
C11 0.506 1.129 0.554
H14 0.897 0.723 1.488
H15 0.578 0.356 -0.221
O2 -0.848 1.466 0.783
H16 1.885 2.790 0.874
H17 0.148 3.924 -1.102
H18 -2.052 3.018 0.342
C12 -2.867 -1.558 -1.411
H19 -3.416 -1.436 -0.481
H20 -3.570 -1.603 -2.246
C13 -2.054 -2.851 -1.337
C14 -1.107 -2.749 -0.200
N2 -1.368 -2.355 1.003
N3 -0.202 -2.372 1.687
C15 0.710 -2.774 0.868
O3 0.199 -3.045 -0.355
C16 2.168 -2.901 1.116
C17 2.865 -1.703 0.512
C18 2.895 -1.550 -0.866
C19 3.488 -0.446 -1.471
C20 4.048 0.494 -0.640
C21 4.019 0.347 0.746
C22 3.432 -0.738 1.347
H21 3.409 -0.836 2.420
O4 4.635 1.424 1.330
C23 5.068 2.244 0.267
O5 4.683 1.667 -0.961
H22 6.166 2.342 0.300
H23 4.614 3.244 0.362
H24 3.503 -0.328 -2.541
H25 2.435 -2.299 -1.491
H26 2.330 -2.941 2.192
H27 2.529 -3.821 0.651
H28 -1.474 -2.996 -2.249
H29 -2.721 -3.704 -1.190

Here are the Löwdin charges for atoms 1 to 2, given in e: atom 1 (O): 0.053, atom 2 (C): -0.431



Record 2
C26H36N4O3PRuTe as an isolated structure, computed with ωB97M-V with the def2-TZVPD basis set.

Properties
Energy = -58807.9152 eV
Expectation value of S² = 6.146
Highest occupied orbital energy (spin up / spin down) = -9.5 / -10.3 eV
Net charge = +1
Energy relative to the best compared isomer or geometry (same formula, charge and spin) = 0.241 eV
Multiplicity = 5
LUMO energy (spin up / spin down) = -2.7 / -5.4 eV
Gap between HOMO and LUMO (spin up / spin down) = 6.820 / 4.972 eV

Atoms and positions in Å:
Ru1 -0.006 0.226 -0.225
C1 4.371 0.352 0.194
C2 3.882 -0.855 -0.616
C3 2.558 -1.475 -0.131
N1 1.390 -1.060 -0.919
C4 1.131 -1.652 -2.085
C5 2.048 -2.547 -2.681
C6 2.011 -3.224 -3.888
C7 1.059 -3.203 -4.890
C8 -0.151 -2.498 -4.887
C9 -0.701 -1.719 -3.906
C10 -0.217 -1.363 -2.608
N2 -0.983 -0.724 -1.754
C11 -2.409 -0.512 -2.002
C12 -3.104 -0.118 -0.712
C13 -2.841 1.319 -0.286
N3 -1.417 1.645 -0.258
C14 -1.036 2.933 -0.138
C15 -1.970 3.926 0.172
C16 -1.858 5.311 0.268
C17 -0.769 6.118 0.051
C18 0.515 5.685 -0.291
C19 1.016 4.418 -0.436
C20 0.410 3.135 -0.308
N4 1.094 2.005 -0.401
C21 2.533 1.932 -0.667
C22 3.281 1.360 0.541
H1 5.183 0.831 -0.358
H2 4.813 0.002 1.130
H3 4.658 -1.624 -0.590
H4 3.773 -0.585 -1.669
H5 2.354 -1.181 0.901
H6 2.608 -2.565 -0.129
H7 2.948 -2.722 -2.110
H8 2.876 -3.849 -4.079
H9 1.272 -3.791 -5.773
H10 -0.749 -2.592 -5.786
H11 -1.663 -1.294 -4.150
H12 -2.846 -1.435 -2.388
H13 -2.542 0.263 -2.766
H14 -2.809 -0.820 0.069
H15 -4.182 -0.226 -0.844
H16 -3.278 1.480 0.706
H17 -3.343 2.000 -0.981
H18 -2.961 3.553 0.385
H19 -2.776 5.818 0.544
H20 -0.914 7.185 0.154
H21 1.244 6.472 -0.448
H22 2.066 4.398 -0.681
H23 2.965 2.888 -0.949
H24 2.652 1.283 -1.535
H25 2.552 0.886 1.199
H26 3.708 2.174 1.131
C23 -4.653 -0.531 3.784
C24 -3.207 -0.908 3.976
O1 -2.685 -1.291 2.680
P1 -1.141 -1.393 2.389
O2 -0.903 -1.852 0.995
Te1 -0.074 0.752 2.641
O3 -0.646 -2.359 3.533
C25 0.717 -2.852 3.565
C26 0.870 -4.086 2.712
H27 -5.120 -0.347 4.752
H28 -5.192 -1.340 3.293
H29 -4.747 0.371 3.179
H30 -3.082 -1.753 4.652
H31 -2.620 -0.066 4.353
H32 0.913 -3.058 4.614
H33 1.384 -2.044 3.250
H34 0.186 -4.868 3.041
H35 1.890 -4.464 2.809
H36 0.665 -3.872 1.663

Here are the Löwdin charges for atoms 1 to 2, given in e: atom 1 (Ru): 1.229, atom 2 (C): -0.191



Record 3
One molecule with the formula C2ClN5 at a distorted geometry, computed with ωB97M-V with the def2-TZVPD basis set.

Properties
SMILES string = N#Cc1nnnn1Cl
Energy = -22042.3749 eV
Highest occupied orbital energy = -11.6 eV
Energy relative to the best compared isomer or geometry (same formula, charge and spin) = 0.649 eV
LUMO energy = -2.4 eV
Gap between HOMO and LUMO = 9.168 eV

Atoms and positions in Å:
C1 -0.959 1.471 -0.031
C2 -0.618 0.114 -0.069
N1 -1.144 2.597 0.066
N2 0.841 -0.212 -0.042
N3 -1.231 -1.004 0.008
N4 0.855 -1.522 0.028
N5 -0.317 -1.977 0.056
Cl1 2.574 0.532 -0.016

Here are the Löwdin charges for atoms 1 to 2, given in e: atom 1 (C): -0.157, atom 2 (C): -0.300



Record 4
A 12-piece molecular cluster, C6H34O11 overall at a distorted geometry, computed with ωB97M-V with the def2-TZVPD basis set.

Properties
SMILES string = C=C(CC)CC.O.O.O.O.O.O.O.O.O.O.O
Energy = -29295.6804 eV
Highest occupied orbital energy = -9.3 eV
Energy relative to the best compared isomer or geometry (same formula, charge and spin) = 2.705 eV
LUMO energy = 0.2 eV
Gap between HOMO and LUMO = 9.479 eV

Atoms and positions in Å:
C1 -0.458 1.502 -0.096
C2 -0.330 0.451 -1.191
C3 -1.648 -0.051 -1.752
C4 -2.872 0.367 -1.461
C5 -1.504 -1.141 -2.811
C6 -1.644 -0.559 -4.237
H1 -1.457 1.869 0.117
H2 0.116 2.403 -0.286
H3 -0.114 1.056 0.840
H4 0.233 0.818 -2.056
H5 0.184 -0.466 -0.900
H6 -3.129 1.169 -0.777
H7 -3.764 0.063 -2.000
H8 -2.182 -1.964 -2.562
H9 -0.567 -1.698 -2.694
H10 -1.939 0.481 -4.216
H11 -2.391 -1.173 -4.752
H12 -0.762 -0.806 -4.827
H13 3.040 -1.923 -0.823
H14 3.783 -0.554 -0.827
O1 3.827 -1.473 -1.153
H15 -1.775 0.880 2.471
H16 -2.475 1.578 3.649
O2 -1.652 1.556 3.149
H17 -3.838 -0.508 0.750
H18 -2.938 -0.714 1.804
O3 -3.585 -0.021 1.547
H19 0.329 -3.778 1.303
H20 1.131 -2.514 1.601
O4 0.758 -3.029 0.874
H21 4.179 0.474 2.018
H22 4.110 -0.899 1.143
O5 3.771 -0.381 1.884
H23 3.217 1.379 -0.562
H24 4.670 1.184 -1.089
O6 4.132 1.205 -0.288
H25 -1.353 -2.089 0.561
H26 -2.030 -2.801 1.770
O7 -2.199 -2.260 0.994
H27 2.206 -0.955 2.694
H28 2.432 -1.437 4.188
O8 1.855 -1.493 3.427
H29 -2.211 3.800 -2.621
H30 -1.778 2.472 -2.013
O9 -1.538 3.408 -2.055
H31 -1.191 -0.874 3.960
H32 -0.008 -0.946 3.122
O10 -0.938 -1.247 3.103
H33 1.733 3.611 -2.698
H34 2.348 3.777 -1.348
O11 2.152 3.092 -2.002

Here are the Löwdin charges for atoms 1 to 2, given in e: atom 1 (C): -0.094, atom 2 (C): -0.194



Record 5
One molecule with the formula C9H8N2O at a distorted geometry, computed with ωB97M-V with the def2-TZVPD basis set.

Properties
SMILES string = N#C/C=[N+](\[O-])Cc1ccccc1
Energy = -14486.1340 eV
Highest occupied orbital energy (spin up / spin down) = -9.3 / -9.3 eV
Energy relative to the best compared isomer or geometry (same formula, charge and spin) = 4.658 eV
LUMO energy (spin up / spin down) = -0.8 / -0.8 eV
Gap between HOMO and LUMO (spin up / spin down) = 8.480 / 8.481 eV

Atoms and positions in Å:
C1 3.674 0.775 -0.092
C2 -2.616 0.756 -1.148
C3 -2.362 -0.581 -1.120
C4 -1.847 1.554 -0.301
C5 -1.325 -1.147 -0.397
C6 -0.754 0.955 0.472
C7 -0.536 -0.370 0.444
C8 2.581 0.442 0.599
C9 0.681 -1.006 1.016
N1 4.635 1.159 -0.570
N2 1.807 -0.674 0.236
O1 2.021 -1.443 -0.751
H1 -3.603 0.927 -1.837
H2 -2.965 -1.273 -1.721
H3 -2.050 2.673 -0.273
H4 -1.039 -2.241 -0.311
H5 -0.111 1.603 1.096
H6 2.340 0.877 1.560
H7 0.747 -0.822 2.066
H8 0.722 -2.162 1.032

Here are the Löwdin charges for atoms 1 to 2, given in e: atom 1 (C): -0.251, atom 2 (C): -0.116